[1]
# C10H15N5O2S

An isolated molecule of C10H15N5O2S (ωB97M-V/def2-TZVPD, the Open Molecules 2025 dataset).

Output
- LUMO energy (eV) = -0.41
- SMILES = CCc1nc2c(nc1C)C(N)=NS(=O)(=O)N2CC
- ΔE to the lowest compared entry with this formula, charge and spin (eV) = 0.750
- M (g/mol) = 269.33
- net charge = 0

Positions of all 33 atoms, in Å:
C -3.4662 0.2493 1.4522
C -2.2141 1.1064 1.7310
C -1.1998 0.9153 0.5809
N -0.2178 -0.0711 0.7943
C 0.7309 -0.3508 -0.1510
C 0.7023 0.4962 -1.2891
N -0.1779 1.5451 -1.4938
C -1.1455 1.7100 -0.6617
C -2.0930 2.8052 -1.0858
C 1.6607 0.0678 -2.4087
N 1.4520 0.4477 -3.6605
N 2.6626 -0.7108 -2.2177
S 3.1193 -1.0566 -0.5842
O 3.5613 0.1140 0.1097
O 3.9056 -2.2638 -0.5474
N 1.5468 -1.4012 -0.0017
C 1.3333 -2.5045 0.9405
C 1.8946 -2.0703 2.2680
H -4.1903 0.2044 2.2406
H -3.0605 -0.8273 1.2954
H -4.0330 0.5485 0.4820
H -2.6540 2.1194 1.7195
H -1.8242 0.8035 2.7809
H -2.8439 3.1205 -0.2941
H -2.5761 2.3222 -1.9613
H -1.6209 3.7588 -1.3603
H 0.6958 1.0901 -3.7483
H 1.8402 -0.0923 -4.4794
H 1.7463 -3.4542 0.5518
H 0.2870 -2.8319 1.1975
H 1.5182 -1.0685 2.4824
H 1.6894 -2.7115 3.1285
H 2.9708 -2.0094 2.1897

Atom charges from the natural (NBO) analysis, given in e for atoms 1 to 4:
1. C -0.60
2. C -0.45
3. C 0.24
4. N -0.44

---

[2]
# C5H7F5N2S

An isolated molecule of C5H7F5N2S (ωB97M-V/def2-TZVPD, the Open Molecules 2025 dataset).

Output
- LUMO energy (eV) = -0.11
- SMILES = CN(C)NC(=S)C(F)(F)C(F)(F)F
- ΔE to the lowest compared entry with this formula, charge and spin (eV) = 0.142
- M (g/mol) = 222.18
- net charge = 0

Positions of all 20 atoms, in Å:
C 1.7895 -0.0562 -0.6044
N 0.7599 -0.7439 0.1916
C 1.2530 -1.2481 1.4739
N -0.5555 -0.2136 0.1229
C -1.4630 -0.4418 -0.9261
S -0.9610 -1.3774 -2.1972
C -2.8079 0.2199 -0.8796
F -2.8887 1.1395 0.1570
F -2.9891 0.9711 -2.0191
C -3.9547 -0.8151 -0.6928
F -3.8268 -1.4120 0.4995
F -3.9761 -1.8019 -1.6237
F -5.1507 -0.1491 -0.6911
H 2.6251 -0.6533 -0.7540
H 1.4307 0.2343 -1.5968
H 2.1388 0.8663 -0.0883
H 1.2856 -0.4697 2.2429
H 0.5940 -2.0579 1.8173
H 2.2875 -1.6611 1.4120
H -0.9997 0.2902 0.8976

Atom charges from the natural (NBO) analysis, given in e for atoms 1 to 4:
1. C -0.41
2. N -0.27
3. C -0.42
4. N -0.40

---

[3]
# C5H6O3

An isolated molecule of C5H6O3 (ωB97M-V/def2-TZVPD, the Open Molecules 2025 dataset).

Output
- LUMO energy (eV) = -0.42
- SMILES = O=CC1=C[C@@H](O)CO1
- ΔE to the lowest compared entry with this formula, charge and spin (eV) = 3.976
- M (g/mol) = 114.10
- net charge = 0

Positions of all 14 atoms, in Å:
O 2.6628 0.6316 -1.5853
C 1.9777 0.5029 -0.5321
C 0.6967 -0.0659 -0.1536
C 0.2154 -0.2138 1.1245
C -1.2622 -0.3874 0.9755
O -2.0311 0.7697 1.4758
C -1.4760 -0.6856 -0.4385
O -0.0371 -0.5623 -1.0331
H 2.5543 1.0216 0.2285
H 0.5322 0.1321 2.0621
H -1.5696 -1.3812 1.4071
H -3.0196 0.3884 1.0494
H -1.9669 -1.8109 -0.5787
H -2.1960 0.0372 -0.8825

Atom charges from the natural (NBO) analysis, given in e for atoms 1 to 4:
1. O -0.49
2. C 0.35
3. C 0.23
4. C -0.27